[1]
The following is a DFT calculation (wB97M-V/def2-TZVPD) of a 10-piece molecular cluster, C78H174N10O6 overall in a non-equilibrium geometry.

Last column: Löwdin charge in e.
Positions of all 268 atoms, in Å:
C1 1.0320 7.3269 -0.4671  -0.0085
C2 1.3753 5.7932 -0.3930  -0.4707
C3 0.5792 4.9874 -1.4391  -0.1144
C4 1.0468 5.2650 -2.9314  -0.1350
C5 2.5668 4.8647 -2.9850  -0.1101
C6 3.4470 5.7134 -1.9821  -0.4503
N1 2.8027 5.6272 -0.6458  -0.1447
O1 3.5353 6.0845 0.4122  -0.0535
C7 4.8797 5.0945 -1.8985  -0.0192
C8 3.5257 7.1585 -2.5238  -0.0254
C9 1.0240 5.2037 1.0192  -0.0105
H1 0.1371 7.4975 0.1593  0.0864
H2 0.8942 7.6691 -1.4747  0.0526
H3 1.8634 7.8627 0.0211  0.0764
H4 0.6651 3.9312 -1.2998  0.0869
H5 -0.4737 5.2315 -1.3513  0.1048
H6 0.7875 6.2847 -3.1901  0.0904
H7 0.5211 4.6031 -3.5878  0.0746
H8 2.9229 5.0205 -4.0222  0.1165
H9 2.5419 3.8275 -2.6953  0.0993
H10 5.3365 5.1921 -2.9034  0.0893
H11 5.5114 5.5418 -1.1120  0.0837
H12 4.8350 4.0495 -1.6286  0.0432
H13 4.2249 7.0897 -3.3220  0.0665
H14 2.5989 7.5988 -2.8621  0.0687
H15 4.0306 7.7931 -1.8009  0.0786
H16 1.5733 5.7155 1.8239  0.0880
H17 1.2988 4.1577 1.0139  0.0442
H18 -0.0506 5.2990 1.2103  0.0731
H19 3.7821 7.0519 0.3071  0.1198
C10 1.2681 1.2679 -5.2992  -0.0389
C11 2.7755 1.0628 -5.3431  -0.5288
C12 3.4151 2.3251 -5.9676  -0.1276
C13 4.9300 2.2667 -5.9063  -0.1632
C14 5.2166 2.2736 -4.4228  -0.1496
C15 4.7254 1.0165 -3.7239  -0.4887
N2 3.2611 1.0022 -3.9813  -0.0587
O2 2.7292 -0.1868 -3.3644  -0.0816
C16 5.4386 -0.2643 -4.1586  -0.0173
C17 4.9485 1.2423 -2.2059  -0.0340
C18 2.9741 -0.2442 -6.1529  -0.0185
H20 0.9485 1.4957 -6.3144  0.0822
H21 1.1158 2.2247 -4.7706  0.0805
H22 0.7635 0.4098 -4.8824  0.0793
H23 3.0228 2.3722 -6.9665  0.1153
H24 3.0611 3.1842 -5.3937  0.0992
H25 5.4528 3.0950 -6.3891  0.1134
H26 5.2343 1.3725 -6.4556  0.0992
H27 4.7358 3.1486 -3.9500  0.0956
H28 6.2959 2.3880 -4.2048  0.1318
H29 4.9810 -1.1481 -3.6888  0.0935
H30 5.4777 -0.4039 -5.2223  0.0531
H31 6.4882 -0.1906 -3.8896  0.0847
H32 6.0250 1.3409 -2.0329  0.0885
H33 4.4355 2.1335 -1.8128  0.0681
H34 4.6475 0.4170 -1.5685  0.0665
H35 2.8722 -1.0965 -5.4720  0.0872
H36 3.9470 -0.2985 -6.6692  0.0686
H37 2.2265 -0.2447 -6.9396  0.0759
H38 2.5476 0.0525 -2.4318  0.0474
C19 0.1302 -5.6583 2.8199  -0.0156
C20 -1.1770 -6.2034 2.2232  -0.4986
C21 -2.2701 -5.1554 2.4608  -0.1328
C22 -3.5792 -5.4836 1.6514  -0.1245
C23 -3.0750 -5.3592 0.1920  -0.1204
C24 -2.0030 -6.4434 -0.2075  -0.5235
N3 -0.9719 -6.3297 0.7606  -0.0773
O3 0.0471 -7.3394 0.4740  -0.0435
C25 -2.6458 -7.8729 -0.2459  -0.0236
C26 -1.4742 -6.1149 -1.6225  -0.0145
C27 -1.5465 -7.5356 2.9596  -0.0237
H39 0.2536 -4.6379 2.4270  0.0693
H40 0.9685 -6.2986 2.5175  0.0796
H41 0.0363 -5.6543 3.8812  0.0748
H42 -2.5405 -5.1613 3.5227  0.1084
H43 -1.9709 -4.1181 2.2411  0.0976
H44 -4.5030 -4.9523 1.8541  0.0965
H45 -3.8113 -6.5089 1.8840  0.0829
H46 -2.6309 -4.3526 -0.0305  0.0994
H47 -3.8558 -5.4272 -0.5624  0.1056
H48 -1.9440 -8.5610 -0.7219  0.0755
H49 -3.0163 -8.2578 0.7420  0.0737
H50 -3.5213 -7.8834 -0.9211  0.0916
H51 -1.0050 -5.1185 -1.5966  0.0763
H52 -0.6992 -6.8208 -1.7821  0.0594
H53 -2.2442 -6.1746 -2.3982  0.0917
H54 -1.7748 -7.2651 3.9913  0.0802
H55 -0.7087 -8.3139 2.9130  0.1067
H56 -2.4359 -8.0344 2.5121  0.0573
H57 -0.4572 -8.1835 0.5277  0.0860
C28 -5.0228 4.0988 -0.6029  -0.0122
C29 -5.7759 3.4806 -1.8279  -0.5020
C30 -6.3580 4.5846 -2.7355  -0.1429
C31 -5.2665 5.3035 -3.5234  -0.1760
C32 -4.5573 4.2376 -4.3808  -0.1295
C33 -3.8604 3.1957 -3.4995  -0.4846
N4 -4.9355 2.6050 -2.6517  -0.0945
O4 -4.3688 1.5520 -1.9184  -0.0722
C34 -3.3327 2.1476 -4.4775  -0.0229
C35 -2.6736 3.7589 -2.6831  -0.0167
C36 -6.9598 2.6456 -1.3427  -0.0340
H58 -4.4047 3.3534 -0.1359  0.0562
H59 -5.7446 4.4289 0.1327  0.0753
H60 -4.4159 4.9784 -0.9165  0.0777
H61 -7.0940 4.2506 -3.4623  0.1142
H62 -6.8802 5.2787 -2.0452  0.1287
H63 -4.5739 5.7623 -2.8269  0.0836
H64 -5.7303 6.1218 -4.0661  0.1081
H65 -3.8239 4.6996 -5.0309  0.1148
H66 -5.3155 3.7961 -5.0525  0.1256
H67 -4.1384 1.6422 -5.0257  0.0780
H68 -2.6223 2.6692 -5.1020  0.0875
H69 -2.8654 1.3437 -3.9434  0.0548
H70 -2.5045 3.1045 -1.8250  0.0708
H71 -1.7498 3.7107 -3.2550  0.0694
H72 -2.8305 4.8016 -2.4393  0.0637
H73 -7.5234 2.3273 -2.2178  0.0755
H74 -7.6631 3.2574 -0.7766  0.0845
H75 -6.6294 1.7504 -0.8145  0.0712
H76 -4.6031 0.7364 -2.4620  0.0583
C37 4.9710 -1.1545 3.8578  -0.0543
C38 4.3873 0.2278 3.5848  -0.4659
C39 4.8029 1.1287 4.8539  -0.1094
C40 4.6091 2.5909 4.5373  -0.2022
C41 5.4642 2.8941 3.3484  -0.1528
C42 5.0576 2.1910 2.0647  -0.4822
N5 5.0657 0.7564 2.3789  -0.0504
O5 4.6677 -0.0276 1.2359  -0.0409
C43 3.6961 2.7541 1.5336  -0.0042
C44 6.0922 2.5163 0.9834  -0.0142
C45 2.8511 0.1131 3.4789  -0.0114
H77 4.6982 -1.6849 4.7782  0.0891
H78 6.0637 -1.1711 3.9381  0.0869
H79 4.7536 -1.7902 2.9983  0.0563
H80 4.3943 0.7689 5.7724  0.1042
H81 5.8734 1.1109 5.0895  0.1166
H82 4.8214 3.2995 5.3450  0.1202
H83 3.5679 2.8437 4.3542  0.0868
H84 6.4883 2.7692 3.6196  0.1140
H85 5.3890 3.9653 3.1843  0.1277
H86 2.8827 2.7349 2.2462  0.0568
H87 3.9038 3.7531 1.2463  0.0559
H88 3.3280 2.1371 0.6962  0.0766
H89 6.1402 3.5539 0.7395  0.0714
H90 7.0341 2.2082 1.4376  0.0913
H91 5.8487 2.0163 0.0362  0.0538
H92 2.5762 -0.4542 2.5994  0.0598
H93 2.4866 1.1253 3.4062  0.0432
H94 2.5541 -0.4671 4.3948  0.1080
H95 5.3359 -0.6627 1.0031  0.0963
C46 -0.4432 0.4533 -1.7437  0.0069
C47 -0.0478 0.2253 -0.2452  -0.4581
C48 -1.2537 -0.3985 0.4864  -0.1164
C49 -1.4580 -1.8936 0.1273  -0.1637
C50 -0.1604 -2.6664 0.4578  -0.1311
C51 1.0381 -2.1135 -0.3207  -0.4622
N6 1.0808 -0.6617 -0.0388  -0.0654
O6 2.1703 -0.0931 -0.7182  -0.0592
C52 2.2811 -2.8393 0.2699  -0.0217
C53 1.0583 -2.4341 -1.8429  0.0016
C54 0.1817 1.6067 0.4390  -0.0071
H96 0.3880 0.8663 -2.3411  0.0805
H97 -1.2197 1.2164 -1.7331  0.0628
H98 -0.7737 -0.4570 -2.2431  0.0548
H99 -1.1411 -0.3516 1.5703  0.0882
H100 -2.1523 0.1543 0.2416  0.1175
H101 -1.6594 -2.0055 -0.9398  0.0739
H102 -2.3073 -2.3311 0.6591  0.0830
H103 -0.1671 -3.7612 0.4610  0.0980
H104 0.0250 -2.3805 1.5064  0.1152
H105 2.2854 -3.8465 -0.0811  0.0556
H106 3.2091 -2.4417 -0.1374  0.0834
H107 2.2953 -2.7884 1.3427  0.0801
H108 1.1397 -3.5399 -1.9174  0.0874
H109 0.1523 -2.1225 -2.3749  0.0652
H110 1.9697 -1.9831 -2.2819  0.0770
H111 1.1029 2.0788 0.1247  0.0527
H112 0.1018 1.6055 1.5189  0.0695
H113 -0.6396 2.2259 0.0463  0.0784
H114 2.7940 -0.1108 0.0235  0.0780
C55 3.5943 -7.3815 -1.4193  -0.0608
C56 3.6102 -7.6937 0.0876  -0.2632
N7 4.6852 -7.0396 0.7740  -0.2184
C57 5.1730 -7.7615 1.8981  -0.2622
C58 6.1412 -8.9216 1.4726  -0.0700
C59 4.3614 -5.6683 1.0564  -0.2500
C60 5.6075 -4.7080 1.1015  -0.0518
H115 2.7490 -7.9174 -1.8533  0.0713
H116 4.5807 -7.5407 -1.8625  0.0769
H117 3.3921 -6.3335 -1.5598  0.0479
H118 2.6012 -7.5085 0.4461  0.0945
H119 3.7531 -8.7463 0.3311  0.1029
H120 5.6834 -7.0033 2.5097  0.1062
H121 4.4169 -8.2029 2.5259  0.1063
H122 7.0013 -8.5809 0.8900  0.0672
H123 6.5288 -9.3869 2.4044  0.0737
H124 5.6003 -9.6292 0.8487  0.0536
H125 3.8511 -5.6251 2.0062  0.1104
H126 3.7405 -5.2981 0.2499  0.0764
H127 6.3635 -5.1584 1.7672  0.0660
H128 5.2164 -3.7635 1.5119  0.0468
H129 5.9694 -4.5103 0.0924  0.0696
C61 -3.6143 -2.9210 -3.0871  -0.0502
C62 -3.7355 -1.4080 -2.7606  -0.2463
N8 -5.0392 -0.8511 -2.9723  -0.2137
C63 -5.3809 -0.8485 -4.4120  -0.2521
C64 -6.5054 -0.0046 -4.8367  -0.0821
C65 -6.0691 -1.4576 -2.1886  -0.2615
C66 -5.7976 -1.5680 -0.6785  -0.0620
H130 -2.7143 -3.4025 -2.7248  0.0515
H131 -3.6496 -3.1668 -4.1298  0.0656
H132 -4.4179 -3.4243 -2.5451  0.0643
H133 -3.4162 -1.3031 -1.7225  0.0871
H134 -3.0467 -0.8144 -3.3880  0.1121
H135 -5.5806 -1.8620 -4.7126  0.1126
H136 -4.4604 -0.5384 -4.8508  0.0981
H137 -6.4142 0.9797 -4.4013  0.0578
H138 -7.4521 -0.3836 -4.4565  0.0748
H139 -6.5159 0.1018 -5.9226  0.0892
H140 -6.9951 -0.9148 -2.3805  0.1104
H141 -6.3302 -2.4719 -2.5649  0.1181
H142 -6.6012 -1.9152 -0.0249  0.0781
H143 -4.9109 -2.2076 -0.5247  0.0598
H144 -5.5395 -0.5283 -0.3977  0.0715
C67 -2.6681 3.6103 2.5359  -0.0748
C68 -2.0368 2.8659 3.6944  -0.2620
N9 -1.6255 3.7606 4.7765  -0.1602
C69 -0.8428 3.0326 5.7623  -0.2849
C70 0.4990 2.5107 5.3462  -0.0914
C71 -2.8212 4.2350 5.4376  -0.2888
C72 -2.6660 5.5679 6.1328  -0.0794
H145 -2.7019 2.9156 1.6840  0.0656
H146 -2.0654 4.4801 2.3152  0.0675
H147 -3.6739 3.9862 2.7520  0.0641
H148 -2.6331 2.1199 4.1595  0.0856
H149 -1.1843 2.3902 3.2245  0.0914
H150 -0.7418 3.7859 6.5394  0.1022
H151 -1.3772 2.1858 6.2341  0.1122
H152 1.0796 3.2733 4.8129  0.0760
H153 1.0616 2.0646 6.1963  0.0928
H154 0.4287 1.6919 4.6067  0.0418
H155 -3.1976 3.5335 6.2057  0.1187
H156 -3.6576 4.2749 4.6985  0.1115
H157 -3.4461 5.7111 6.9147  0.0870
H158 -2.6268 6.4008 5.4669  0.0622
H159 -1.7385 5.4954 6.6852  0.0553
C73 -1.5946 -0.6542 4.5514  -0.0575
C74 -2.7375 -0.8920 3.5855  -0.2679
N10 -4.0290 -1.1690 4.1974  -0.1745
C75 -5.1941 -0.7032 3.4394  -0.2429
C76 -5.3182 0.7787 3.5424  -0.0814
C77 -4.1625 -2.6055 4.5489  -0.2674
C78 -4.9982 -2.8103 5.8022  -0.0986
H160 -1.7860 0.2344 5.1639  0.0574
H161 -0.6597 -0.4443 4.0637  0.0552
H162 -1.4793 -1.4926 5.2166  0.0673
H163 -2.8149 -0.0471 2.9307  0.0793
H164 -2.4761 -1.6936 2.8582  0.1036
H165 -5.0516 -1.0468 2.4176  0.1092
H166 -6.0414 -1.2002 3.9104  0.1088
H167 -6.1663 1.2362 3.0261  0.0765
H168 -5.3433 1.1806 4.5534  0.0834
H169 -4.5155 1.2273 2.9790  0.0425
H170 -3.1719 -3.0181 4.7248  0.0942
H171 -4.5911 -3.2318 3.7207  0.1142
H172 -4.6782 -3.7530 6.3089  0.0781
H173 -6.0917 -2.6585 5.6491  0.0738
H174 -4.6784 -2.0522 6.5451  0.0774

## Properties
- E: -4074.9953 Ha
- E_LUMO: 0.5780 eV
- Structure (SMILES): CC1(C)CCCC(C)(C)N1O.CC1(C)CCCC(C)(C)N1O.CC1(C)CCCC(C)(C)N1O.CC1(C)CCCC(C)(C)N1O.CC1(C)CCCC(C)(C)N1O.CC1(C)CCCC(C)(C)N1O.CCN(CC)CC.CCN(CC)CC.CCN(CC)CC.CCN(CC)CC
- HOMO energy: -7.87 eV
- Molar mass: 1348.31 g/mol
- F_max: 0.04979 Eh/bohr


[2]
The following is a DFT calculation (wB97M-V/def2-TZVPD) of C35H34Cl4N2O6PPt as an isolated structure in a non-equilibrium geometry.

Last column: Löwdin charge in e.
Positions of all 83 atoms, in Å:
Pt1 0.1744 0.2088 -0.0028  1.4132
Cl1 -3.0967 -5.5028 -1.8927  0.6549
C1 -2.7063 -3.8841 -1.4638  -0.7130
C2 -3.7236 -2.8730 -1.5327  -0.7135
Cl2 -5.3043 -3.2972 -2.0628  0.6515
C3 -3.4357 -1.5783 -1.1830  -0.6246
Cl3 -4.6016 -0.3163 -1.2472  0.7079
C4 -2.1243 -1.2260 -0.7573  -0.4136
O1 -1.7948 -0.0211 -0.4229  -0.2554
C5 -1.1317 -2.2260 -0.6667  -0.4046
O2 0.0273 -1.8624 -0.2380  -0.2400
C6 -1.4389 -3.5619 -1.0503  -0.6239
Cl4 -0.1688 -4.7149 -0.9529  0.7159
O3 6.4897 -2.3099 -0.2518  -0.0549
C7 6.3195 -1.0961 0.0285  -0.6820
O4 7.1381 -0.1937 0.3114  -0.0372
C8 4.8542 -0.6511 0.0098  -0.0739
C9 3.9077 -1.3740 -0.7046  0.0192
C10 2.6003 -0.9720 -0.6980  -0.0988
N1 2.1714 0.1141 0.0064  -0.0687
C11 3.0750 0.8400 0.7076  -0.1488
C12 4.4075 0.4736 0.6953  0.0723
C13 2.6844 2.0711 1.5017  -0.6193
O5 3.6034 2.8513 1.7599  0.0413
O6 1.4700 2.1736 1.8390  -0.1591
H1 4.2155 -2.2604 -1.2445  0.1237
H2 1.8477 -1.5183 -1.2386  0.0908
H3 5.1125 1.0852 1.2356  0.1301
C14 -0.4454 1.0172 5.0557  -0.0894
C15 0.4228 1.0880 3.7942  -0.4609
C16 1.6078 0.1136 3.9299  -0.0702
P1 -0.4625 0.8105 2.2049  1.1435
C17 -1.7705 -0.4548 2.5130  -0.4847
C18 -1.1318 -1.7790 2.9768  -0.0953
C19 -2.9974 -0.0792 3.3462  -0.0778
C20 -1.3015 2.3133 1.6658  -0.2554
C21 -2.1791 3.0437 2.4785  -0.0457
C22 -2.8637 4.1523 2.0207  -0.2770
C23 -3.7826 4.9436 2.9268  -0.0569
C24 -2.6534 4.5124 0.6861  -0.0302
C25 -1.7722 3.8282 -0.1274  -0.0098
C26 -1.0595 2.7265 0.3567  -0.3137
N2 -0.1441 2.0586 -0.4527  -0.1368
C27 0.5258 2.6639 -1.5681  -0.1818
C28 1.1950 3.9016 -1.4642  -0.1728
C29 1.3462 4.7105 -0.2007  -0.0218
C30 1.7860 4.4356 -2.6124  -0.0122
C31 1.7593 3.7972 -3.8362  -0.2695
C32 2.4377 4.3861 -5.0490  -0.0534
C33 1.1030 2.5752 -3.9123  -0.0175
C34 0.4865 2.0038 -2.8109  -0.1918
C35 -0.2223 0.6812 -3.0069  -0.0292
H4 0.2017 1.2629 5.9022  0.0890
H5 -0.8471 0.0190 5.2330  0.0599
H6 -1.2721 1.7276 5.0626  0.0623
H7 0.8138 2.0887 3.6623  0.1052
H8 1.2650 -0.9174 4.0503  0.0701
H9 2.1935 0.3761 4.8138  0.0923
H10 2.2732 0.1551 3.0703  0.0641
H11 -2.1327 -0.6191 1.5039  0.0676
H12 -0.8579 -1.7517 4.0334  0.0627
H13 -0.2353 -2.0303 2.4026  0.0699
H14 -1.8431 -2.5984 2.8437  0.0885
H15 -2.7701 0.0810 4.4008  0.0592
H16 -3.7052 -0.9118 3.2837  0.0896
H17 -3.5005 0.8064 2.9568  0.0710
H18 -2.3306 2.7402 3.5092  0.0966
H19 -4.2704 4.2971 3.6610  0.0723
H20 -4.5627 5.4487 2.3530  0.0718
H21 -3.2370 5.7130 3.4824  0.0779
H22 -3.2027 5.3538 0.2706  0.1130
H23 -1.6236 4.1292 -1.1570  0.1247
H24 2.3394 4.5636 0.2234  0.0824
H25 0.6415 4.4533 0.5787  0.0628
H26 1.2403 5.7731 -0.4376  0.0852
H27 2.2981 5.3908 -2.5243  0.1190
H28 2.7180 5.4265 -4.8791  0.0709
H29 1.7854 4.3453 -5.9255  0.0756
H30 3.3474 3.8309 -5.2932  0.0823
H31 1.0632 2.0501 -4.8638  0.1167
H32 -0.1618 0.3772 -4.0514  0.0849
H33 -1.2708 0.7414 -2.7108  0.0852
H34 0.2289 -0.1275 -2.4288  0.0479

## Properties
- E: -4216.6168 Ha
- E_LUMO: -0.2154 eV
- Charge: -1
- HOMO energy: -5.44 eV
- Molar mass: 946.53 g/mol
- F_max: 0.06328 Eh/bohr